#P
This record from the OMol25 dataset describes a 3-piece molecular cluster, C4H8O2S2 overall. The level of theory is ωB97M-V with the def2-TZVPD basis set.

The geometry in ORCA input format:
```
! RIJCOSX wB97M-V def2-TZVPD def2/J DEFGRID3
* xyz 0 1
C -1.32 -1.07 1.40
C -1.27 -0.65 -1.66
O -2.33 -1.30 -1.25
O -1.03 0.64 -1.65
C -0.45 -1.13 2.45
S 1.98 -0.85 0.29
S 1.94 1.20 0.43
C 1.53 2.03 -1.09
H -2.21 -1.68 1.26
H -1.03 -0.38 0.59
H -0.43 -1.26 -2.06
H -0.42 -1.87 3.22
H 0.38 -0.47 2.41
H 0.92 1.48 -1.74
H 2.53 2.26 -1.65
H 1.20 3.05 -0.94
*
```

Results
Gap between HOMO and LUMO in eV: 3.6430
LUMO level in eV: -4.7

---

#Q
This record from the OMol25 dataset describes C4H8O2S2 as an isolated structure. The level of theory is ωB97M-V with the def2-TZVPD basis set.

The geometry in ORCA input format:
```
! RIJCOSX wB97M-V def2-TZVPD def2/J DEFGRID3
* xyz 0 1
C -0.31 1.95 1.19
C -0.10 -0.30 -0.43
C 2.63 -0.23 -0.59
C -1.44 -0.86 0.03
H -1.06 1.17 1.46
H -1.14 3.17 1.03
H 0.71 1.96 1.86
H 0.09 -0.37 -1.47
H 2.48 0.90 -0.80
H 2.91 -1.17 -1.47
H 3.71 -0.04 0.23
H -1.92 0.68 -0.83
O -2.39 -0.10 -0.59
O -1.71 -1.96 0.44
S -0.03 1.41 -0.49
S 1.43 -0.98 0.49
*
```

Results
Gap between HOMO and LUMO in eV: 9.2815
LUMO level in eV: 0.2

---

How far above the most stable structure does each one sit? In kcal/mol: #P 33.3; #Q 0.0.

---

#P
This record from the OMol25 dataset describes C12H15N in the gas phase. The level of theory is ωB97M-V with the def2-TZVPD basis set.

The geometry in ORCA input format:
```
! RIJCOSX wB97M-V def2-TZVPD def2/J DEFGRID3
* xyz 0 1
C -0.17 -1.85 -1.50
C -1.03 -0.65 -1.22
C -0.30 0.59 -0.98
C -0.70 1.89 -1.46
C 0.11 2.97 -1.36
N 1.46 2.70 -1.19
C 1.85 1.55 -0.70
C 0.88 0.61 -0.15
C 0.91 -0.04 1.06
C 2.11 0.06 1.94
C -0.23 -0.97 1.51
C -1.67 -0.71 1.06
C -2.26 -0.97 -0.39
H -0.64 -2.73 -2.01
H 0.41 -2.11 -0.62
H 0.60 -1.56 -2.34
H -1.63 1.89 -2.05
H 0.03 4.00 -1.70
H 2.92 1.31 -0.72
H 2.10 -0.89 2.50
H 2.03 1.09 2.60
H 3.01 0.26 1.41
H -0.19 -0.89 2.73
H 0.20 -2.11 1.43
H -1.82 0.37 1.26
H -2.31 -1.37 1.84
H -2.51 -2.08 -0.48
H -3.14 -0.34 -0.47
*
```

Results
Gap between HOMO and LUMO (alpha / beta) in eV: 6.8983 / 7.2092
LUMO level (alpha / beta) in eV: -0.6 / 0.2

---

#Q
This record from the OMol25 dataset describes C12H15N as an isolated structure. The level of theory is ωB97M-V with the def2-TZVPD basis set.

The geometry in ORCA input format:
```
! RIJCOSX wB97M-V def2-TZVPD def2/J DEFGRID3
* xyz 0 1
C -4.28 0.70 0.51
C -2.87 0.23 0.23
C -1.65 1.21 0.35
C -0.47 0.87 -0.13
C -0.35 -0.51 -0.70
C 0.89 -0.80 -1.38
C 2.12 -0.42 -0.48
C 1.87 -0.97 0.98
C 2.94 0.57 -0.50
C 3.83 1.54 -0.73
C -1.37 -1.40 -0.53
C -2.72 -0.98 -0.37
H -4.78 1.62 -0.19
H -5.06 -0.35 0.47
H -4.46 1.13 1.63
H -1.80 2.39 0.59
H 0.26 1.71 -0.07
H 0.70 -0.42 -2.60
H 0.83 -1.92 -1.51
H 0.99 -0.12 1.61
H 1.47 -2.09 0.76
H 4.04 -0.85 0.96
H 2.92 0.06 2.04
H 5.01 1.26 -0.81
H 3.82 2.56 -0.59
H -1.36 -2.45 -0.98
H -3.68 -1.67 -0.36
N 3.16 -0.90 1.81
*
```

Results
Gap between HOMO and LUMO in eV: 9.1027
LUMO level in eV: 0.6

---

How far above the most stable structure does each one sit? In kcal/mol: #P 0.0; #Q 81.2.

---

#P
This record from the OMol25 dataset describes C6H12O2 in the gas phase. The level of theory is ωB97M-V with the def2-TZVPD basis set.

The geometry in ORCA input format:
```
! RIJCOSX wB97M-V def2-TZVPD def2/J DEFGRID3
* xyz 0 1
C -0.91 0.49 -1.56
C -0.09 0.21 -0.35
C -0.41 -0.04 0.88
C -2.11 -0.03 1.26
O -2.75 -1.09 0.59
C 1.64 -0.03 -0.64
C 2.57 0.55 0.41
O 1.96 -1.39 -0.83
H -1.24 1.53 -1.57
H -1.77 -0.18 -1.63
H -0.34 0.30 -2.48
H 0.20 -0.30 1.74
H -2.20 -0.11 2.34
H -2.54 0.92 0.92
H -3.53 -1.44 1.04
H 1.82 0.49 -1.59
H 2.51 0.00 1.36
H 3.62 0.48 0.08
H 2.34 1.60 0.59
H 1.22 -1.95 -0.56
*
```

Results
Gap between HOMO and LUMO in eV: 10.3267
LUMO level in eV: 0.8

---

#Q
This record from the OMol25 dataset describes a 2-piece molecular cluster, C6H12O2 overall. The level of theory is ωB97M-V with the def2-TZVPD basis set.

The geometry in ORCA input format:
```
! RIJCOSX wB97M-V def2-TZVPD def2/J DEFGRID3
* xyz 0 1
C 1.24 -0.52 2.16
O 0.84 -0.50 0.82
C 1.34 0.60 -0.16
C 1.46 -0.22 -1.43
O 0.51 1.68 -0.22
H 0.67 -1.31 2.66
H 2.31 -0.74 2.25
H 1.03 0.43 2.67
H 2.31 0.94 0.23
H 2.42 -0.08 -1.91
H 1.33 -1.25 -1.03
H 0.63 -0.01 -2.10
H -0.35 1.41 -0.59
C -2.26 0.88 -1.89
C -2.26 0.21 -0.89
C -2.24 -0.58 0.31
H -2.29 1.44 -2.78
H -2.82 -0.09 1.09
H -2.66 -1.57 0.12
H -1.21 -0.70 0.66
*
```

Results
Gap between HOMO and LUMO in eV: 10.8080
LUMO level in eV: 1.0

---

#R
This record from the OMol25 dataset describes C6H12O2 in the gas phase. The level of theory is ωB97M-V with the def2-TZVPD basis set.

The geometry in ORCA input format:
```
! RIJCOSX wB97M-V def2-TZVPD def2/J DEFGRID3
* xyz 0 1
C 0.63 -0.03 0.46
C -0.63 0.32 -0.26
C 1.36 -0.41 -0.95
C 0.60 -1.24 1.38
C -1.81 -0.57 -0.19
C -0.80 1.74 -0.67
O 0.33 -0.76 -1.75
O 1.19 1.09 1.14
H 2.09 1.23 0.82
H 1.82 0.57 -1.22
H 2.16 -1.16 -0.81
H -0.05 -1.07 2.25
H 1.61 -1.44 1.74
H 0.25 -2.13 0.85
H -1.48 -1.52 -0.62
H -0.99 2.35 0.22
H -2.66 -0.19 -0.75
H -2.10 -0.75 0.85
H 0.13 2.12 -1.10
H -1.63 1.86 -1.37
*
```

Results
Gap between HOMO and LUMO in eV: 8.6818
LUMO level in eV: 0.2

---

#S
This record from the OMol25 dataset describes a 2-piece molecular cluster, C6H12O2 overall. The level of theory is ωB97M-V with the def2-TZVPD basis set.

The geometry in ORCA input format:
```
! RIJCOSX wB97M-V def2-TZVPD def2/J DEFGRID3
* xyz 0 1
C 2.30 -0.40 -0.85
C 0.95 0.28 -0.81
C 1.19 1.73 -0.53
C -0.22 -0.35 -0.90
C -1.50 0.24 -0.48
C -2.35 -0.32 0.36
O -3.52 0.26 0.81
H 2.54 -0.75 0.15
H 2.45 -1.38 -1.32
H 3.13 0.19 -1.26
H 2.06 1.93 0.08
H 0.34 2.22 -0.06
H 1.51 2.27 -1.48
H -0.26 -1.44 -0.96
H -1.83 1.20 -0.94
H -2.28 -1.37 0.68
H -4.11 0.46 0.07
O 0.22 -1.62 2.48
H -0.25 -0.79 2.34
H -0.37 -2.36 2.61
*
```

Results
Gap between HOMO and LUMO in eV: 9.2869
LUMO level in eV: 0.8

---

How far above the most stable structure does each one sit? In kcal/mol: #P 10.8; #Q 20.9; #R 22.3; #S 0.0.

---

#P
This record from the OMol25 dataset describes a 2-piece molecular cluster, C6H12O2 overall. The level of theory is ωB97M-V with the def2-TZVPD basis set.

The geometry in ORCA input format:
```
! RIJCOSX wB97M-V def2-TZVPD def2/J DEFGRID3
* xyz 0 1
C -1.60 1.36 -1.62
C -0.88 -0.04 -1.43
C -1.07 -0.81 -0.34
C -1.48 -0.29 0.95
O -0.78 -2.14 -0.22
H -1.38 1.99 -0.80
H -1.23 1.88 -2.48
H -2.72 1.18 -1.62
H -0.61 -0.54 -2.38
H -2.35 0.24 0.65
H -0.80 0.40 1.43
H -1.73 -1.06 1.65
H -1.19 -2.56 -0.97
C 3.03 -0.28 0.83
C 1.92 0.47 1.41
O 1.99 1.39 2.21
H 3.05 0.13 -0.29
H 2.91 -1.33 0.74
H 4.02 -0.01 1.33
H 0.92 0.02 0.96
*
```

Results
Gap between HOMO and LUMO in eV: 9.5796
LUMO level in eV: 0.7

---

#Q
This record from the OMol25 dataset describes C6H12O2 in the gas phase. The level of theory is ωB97M-V with the def2-TZVPD basis set.

The geometry in ORCA input format:
```
! RIJCOSX wB97M-V def2-TZVPD def2/J DEFGRID3
* xyz 0 1
C -2.03 1.05 -0.39
C -1.67 -0.24 0.35
C -0.54 -0.98 -0.40
O -0.82 -1.77 -1.30
C 0.83 -0.88 0.17
C 1.09 -0.24 1.52
C 1.24 0.17 -1.08
O 2.64 0.18 -1.23
H -1.24 1.79 -0.30
H -2.21 0.84 -1.44
H -2.93 1.47 0.04
H -2.53 -0.91 0.34
H -1.44 -0.03 1.39
H 1.35 -1.83 0.05
H 2.16 -0.21 1.72
H 0.59 -0.81 2.31
H 0.72 0.78 1.57
H 0.89 1.18 -0.81
H 0.87 -0.04 -2.09
H 3.04 0.48 -0.41
*
```

Results
Gap between HOMO and LUMO in eV: 9.9714
LUMO level in eV: 0.7

---

#R
This record from the OMol25 dataset describes C6H12O2 in the gas phase. The level of theory is ωB97M-V with the def2-TZVPD basis set.

The geometry in ORCA input format:
```
! RIJCOSX wB97M-V def2-TZVPD def2/J DEFGRID3
* xyz 0 1
C 2.41 0.38 1.25
C 1.69 0.91 -0.04
C 0.81 -0.20 -0.65
C -0.25 -0.82 0.28
C -1.55 -0.08 0.23
C -2.41 -0.29 -1.02
O -1.92 -0.54 -2.06
O -3.67 0.16 -0.89
H 1.68 0.28 2.10
H 3.24 0.92 1.50
H 2.81 -0.67 0.97
H 2.46 1.30 -0.75
H 0.99 1.75 0.23
H 0.28 0.01 -1.57
H 1.29 -1.19 -0.88
H -0.49 -1.79 0.00
H 0.23 -0.86 1.32
H -1.37 1.09 0.51
H -2.01 -0.41 1.20
H -4.21 0.05 -1.74
*
```

Results
Gap between HOMO and LUMO in eV: 11.0510
LUMO level in eV: 0.7

---

How far above the most stable structure does each one sit? In kcal/mol: #P 33.0; #Q 7.6; #R 0.0.

---

#P
This record from the OMol25 dataset describes an isolated ion of composition C7H9N2O and charge +1. The level of theory is ωB97M-V with the def2-TZVPD basis set.

The geometry in ORCA input format:
```
! RIJCOSX wB97M-V def2-TZVPD def2/J DEFGRID3
* xyz 1 1
C -1.68 -1.12 -0.12
N -0.66 -0.15 0.10
C -1.07 1.21 0.16
C -0.22 2.21 0.08
C 1.10 1.91 0.00
C 1.63 0.66 -0.03
C 3.02 0.38 -0.05
O 3.56 -0.71 -0.09
C 0.60 -0.57 0.02
N 1.08 -1.78 -0.04
H -2.61 -0.77 -0.63
H -1.20 -1.94 -0.61
H -2.07 -1.53 0.93
H -2.19 1.31 0.33
H -0.60 3.26 0.04
H 1.72 2.86 -0.09
H 3.59 1.31 -0.10
H 2.09 -1.68 -0.12
H 0.45 -2.57 -0.04
*
```

Results
Gap between HOMO and LUMO in eV: 8.9145
LUMO level in eV: -4.9

---

#Q
This record from the OMol25 dataset describes a 2-piece molecular cluster, C7H9N2O overall. The level of theory is ωB97M-V with the def2-TZVPD basis set.

The geometry in ORCA input format:
```
! RIJCOSX wB97M-V def2-TZVPD def2/J DEFGRID3
* xyz 1 1
C -1.01 -1.77 -2.20
C -1.95 -0.81 -2.45
C -0.17 -1.31 -1.12
C -0.80 -0.16 -0.81
C 2.36 1.54 1.92
C -0.05 1.97 1.76
C 0.97 -2.02 -0.51
N 1.13 1.89 1.88
N -1.22 2.44 2.00
O -1.80 0.22 -1.59
H -0.88 -2.72 -2.68
H -2.75 -0.76 -3.16
H 2.68 0.74 2.56
H 3.08 2.09 1.33
H 1.55 -1.37 0.13
H 0.63 -2.88 0.06
H 1.62 -2.39 -1.31
H -2.00 2.21 1.41
H -1.39 3.10 2.76
*
```

Results
Gap between HOMO and LUMO (alpha / beta) in eV: 5.3123 / 6.8498
LUMO level (alpha / beta) in eV: -6.6 / -4.7

---

How far above the most stable structure does each one sit? In kcal/mol: #P 0.0; #Q 126.0.